# 1
Here is a molecular structure, C4H11BrNOSr at a distorted geometry from the Open Molecules 2025 dataset. Energies are from ωB97M-V/def2-TZVPD.

Cartesian coordinates (Å):
Sr (-1.06373, -2.42053, 6.82872)
Br (-0.31321, -1.34253, 4.13554)
O (1.05907, 1.31118, -1.32373)
N (0.60802, 0.16267, 1.31691)
C (0.00245, 0.39531, -1.21060)
C (-0.87966, -1.49068, 0.15205)
C (0.87880, 2.15695, -2.48825)
C (0.28977, -0.57709, 0.04004)
H (0.54292, -0.51896, 2.05937)
H (0.69180, 1.62810, -3.42283)
H (-1.25127, -1.91125, -0.78236)
H (1.12198, -1.23736, -0.20399)
H (-1.68334, -1.06999, 0.75639)
H (1.74299, 2.80769, -2.62168)
H (-0.74181, 1.14315, -0.93688)
H (-0.20659, 0.72461, 1.51875)
H (-0.27912, -0.10503, -2.13714)
H (-0.48624, -2.38526, 0.63479)
H (-0.03274, 2.72895, -2.31503)

## Properties
Energy above the lowest of the compared OMol25 structures with the same formula, charge and spin = 14.2 kcal per mole
Total energy = -2893.44934 a.u.
Charge = +1
HOMO-LUMO gap = 4.40 eV
E_LUMO = -0.2332 hartree

Mulliken population analysis, charges in e, atoms 1 to 4: 1.607, -0.483, -0.293, -0.619

# 2
Here is 2 unconnected molecules or ions with the total composition C4H11BrO2Si from the Open Molecules 2025 dataset. Energies are from ωB97M-V/def2-TZVPD.

Cartesian coordinates (Å):
Br (-2.61417, 1.35321, 3.92698)
Si (-0.40990, 1.09941, 4.12060)
O (-0.06793, 0.59707, -0.64324)
O (0.81585, -0.18071, 1.21155)
C (0.75364, -0.25253, 0.01003)
C (-1.12939, -0.44696, -2.58483)
C (-0.19088, 0.62496, -2.07370)
C (1.52798, -1.29058, -0.76354)
H (1.77985, -1.00774, -1.78085)
H (-1.26144, -0.34001, -3.66281)
H (-0.59184, 1.61613, -2.28418)
H (-0.07729, 1.33452, 5.53892)
H (0.23850, 2.11568, 3.28199)
H (0.92333, -2.19903, -0.79844)
H (-0.07450, -0.27793, 3.74395)
H (-2.10438, -0.35292, -2.10563)
H (-0.74399, -1.44779, -2.38844)
H (0.79215, 0.56603, -2.54351)
H (2.43441, -1.51078, -0.20486)

## Properties
Energy above the lowest of the compared OMol25 structures with the same formula, charge and spin = 46.5 kcal per mole
Total energy = -3173.01438 a.u.
SMILES = CCOC(C)=O.[SiH3]Br
Charge = 0
HOMO-LUMO gap = 10.86 eV
E_LUMO = 0.0270 hartree

natural (NBO) population analysis, charges in e, atoms 1 to 4: -0.338, 0.801, -0.503, -0.586

# 3
Here is a molecular structure, C4H11BrO3Si at a distorted geometry from the Open Molecules 2025 dataset. Energies are from ωB97M-V/def2-TZVPD.

Cartesian coordinates (Å):
Br (0.82607, -2.35601, -2.01287)
Si (-0.45848, -0.12061, -0.26694)
O (-1.54089, 1.10388, -0.46456)
O (1.07343, 0.39058, -0.39357)
O (-0.61477, -0.86537, 1.12835)
C (-0.71944, -1.18781, -1.97542)
C (0.19417, -1.80350, 1.72503)
C (-2.12129, 2.09917, 0.33490)
C (1.74393, 1.06025, -1.43702)
H (-1.38702, -1.97975, -1.98440)
H (1.17541, -1.42793, 1.40998)
H (0.17739, -1.56218, 2.75174)
H (0.96069, 1.88858, -1.81625)
H (-2.47068, 2.82128, -0.24330)
H (-1.33633, 2.45708, 1.00655)
H (2.66913, 1.37540, -1.06254)
H (-3.01895, 1.68567, 0.74665)
H (-0.08617, -2.84133, 1.42035)
H (-0.84517, -0.51115, -2.91080)
H (2.04393, 0.39261, -2.19759)

## Properties
Total energy = -3248.29067 a.u.
Charge = 0
HOMO-LUMO gap = 10.24 eV
E_LUMO = 0.0296 hartree

natural (NBO) population analysis, charges in e, atoms 1 to 4: -0.041, 2.311, -0.922, -0.934

# 4
Here is a molecular structure, C4H11CeCl2MnO4 at a distorted geometry from the Open Molecules 2025 dataset. Energies are from ωB97M-V/def2-TZVPD.

Cartesian coordinates (Å):
Ce (0.43755, -0.01939, -2.56705)
Mn (-0.26216, -0.08978, 1.85942)
Cl (-0.14768, 1.42130, 0.06078)
Cl (0.75613, 0.40657, 4.58672)
O (-0.50451, -0.26018, 4.89262)
O (0.50845, 1.79291, 4.17392)
O (1.78231, 0.26245, 5.59135)
O (1.27412, -0.30092, 3.30883)
C (-2.08457, -1.12775, 2.13113)
C (2.31493, 1.25454, -2.05618)
C (-1.78660, 0.62720, -2.79268)
C (0.91606, -1.87581, -3.65744)
H (-1.83108, 1.62281, -2.29674)
H (-2.26076, -0.16430, -2.15697)
H (1.89985, 2.19087, -1.62101)
H (-2.23680, -1.45605, 1.08190)
H (-1.78327, -1.87794, 2.89214)
H (2.74370, 0.59715, -1.25591)
H (-2.09026, 0.61912, -3.85997)
H (1.94288, -2.23537, -3.76073)
H (0.14025, -2.51195, -4.09045)
H (2.95168, 1.38706, -2.95366)
H (-2.68021, -0.26254, 2.49000)

## Properties
Expectation value of S² = 9.0452
Spin multiplicity = 6
Total energy = -3006.00328 a.u.
Charge = -1
HOMO-LUMO gap (spin up / spin down) = 6.24 / 5.96 eV
E_LUMO (spin up / spin down) = 0.0799 / 0.0580 hartree

Mulliken population analysis, charges in e, atoms 1 to 4: 0.954, 0.593, -0.548, 1.698

# 5
Here is a molecular structure, C4H11F2Li3NO at a distorted geometry from the Open Molecules 2025 dataset. Energies are from ωB97M-V/def2-TZVPD.

Cartesian coordinates (Å):
F (-0.01533, 20.62834, 22.36204)
F (1.63105, 19.66165, 20.16662)
O (-1.99240, 20.49368, 16.16612)
N (0.69717, 20.20071, 17.59884)
C (0.73963, 22.51946, 17.89050)
C (-2.86556, 20.56278, 15.08667)
C (-1.04149, 21.55775, 16.30409)
C (-0.20093, 21.34708, 17.52687)
Li (2.44314, 18.38499, 21.60072)
Li (1.91240, 21.01740, 21.71366)
Li (-0.21693, 19.21506, 20.98802)
H (1.22748, 23.09451, 17.10347)
H (-3.32960, 21.54602, 15.16412)
H (-0.43584, 21.53488, 15.39812)
H (-3.58166, 19.75598, 15.24281)
H (1.12562, 20.02240, 18.49591)
H (0.13615, 19.41546, 17.30095)
H (0.06959, 23.26354, 18.32119)
H (-1.45329, 22.56612, 16.26287)
H (1.40890, 22.23302, 18.70174)
H (-0.95597, 21.15155, 18.28829)
H (-2.39799, 20.40081, 14.11546)

## Properties
Expectation value of S² = 0.7542
Spin multiplicity = 2
Total energy = -510.79314 a.u.
Charge = +2
HOMO-LUMO gap (spin up / spin down) = 7.78 / 5.00 eV
E_LUMO (spin up / spin down) = -0.3043 / -0.4060 hartree

natural (NBO) population analysis, charges in e, atoms 1 to 4: -0.958, -0.950, -0.550, -0.252

# 6
Here is a molecular structure, C4H11FMgNO6PS at a distorted geometry from the Open Molecules 2025 dataset. Energies are from ωB97M-V/def2-TZVPD.

Cartesian coordinates (Å):
S (-1.29771, -0.80472, 2.38962)
P (1.33683, -1.17218, 1.25226)
Mg (4.00825, -1.13869, 1.80873)
F (-2.49273, -1.77388, 1.55720)
O (-0.67016, -1.74172, 3.45024)
O (-0.82625, 1.57315, -2.64140)
O (-2.09428, 0.27984, 3.14861)
O (2.47060, -0.71769, -0.03606)
O (2.13341, -0.92841, 2.60950)
O (0.95062, -2.86266, 0.95709)
N (-0.20910, -0.22696, 1.16144)
C (-0.56048, 0.85020, -1.36346)
C (0.40637, 1.73301, -0.33059)
C (-1.65998, 0.65652, -3.45636)
C (0.06343, 1.25475, 1.23557)
H (1.54592, 1.65987, -0.58601)
H (-2.16966, 1.18503, -4.38372)
H (-0.96579, -0.21377, -3.88588)
H (0.02575, -0.13561, -1.62974)
H (2.29517, -1.32205, -0.82007)
H (-0.00152, 2.84933, -0.42011)
H (-1.62595, 0.64856, -0.89098)
H (-0.83901, 1.92070, 1.56510)
H (-2.53109, 0.15254, -2.81469)
H (1.64171, -3.20063, 0.28411)
H (1.06563, 1.47548, 1.83962)

## Properties
Total energy = -1703.88602 a.u.
Charge = +2
HOMO-LUMO gap = 3.17 eV
E_LUMO = -0.4452 hartree

natural (NBO) population analysis, charges in e, atoms 1 to 4: 2.236, 2.295, 1.912, -0.417

Which of these has the lowest total energy?
C4H11BrO3Si